{"formula": "C4H6OS", "method": "ωB97M-V/def2-TZVPD", "elements": ["C", "C", "C", "C", "O", "S", "H", "H", "H", "H", "H", "H"], "xyz": [[-0.179, -0.430, -0.721], [-0.148, 0.756, -0.149], [-0.650, -1.826, -0.626], [-0.721, 1.822, 0.356], [1.799, 0.979, 1.265], [1.378, 0.185, -1.019], [0.048, -2.682, -0.570], [-1.381, -2.085, -1.337], [-1.038, -1.813, 0.468], [-0.023, 2.547, 0.733], [2.524, 0.778, 0.650], [-1.610, 1.770, 0.949]], "relative_energy_kcal_mol": 151.2, "e_homo_ev": [-9.05, -7.84], "max_force_ev_per_a": 3.795, "homo_lumo_gap_ev": [8.068, 6.673]}

{"formula": "C5H6O3", "method": "ωB97M-V/def2-TZVPD", "elements": ["O", "C", "O", "C", "C", "C", "C", "O", "H", "H", "H", "H", "H", "H"], "xyz": [[-2.555, 0.692, -0.139], [-1.434, 0.271, 0.131], [-0.993, -0.171, 1.202], [0.417, -0.491, 0.939], [0.288, -1.282, -0.355], [-0.432, -0.066, -0.925], [0.688, 0.735, -0.099], [0.673, 2.097, 0.133], [0.995, -0.824, 1.724], [-0.282, -2.301, -0.465], [1.339, -1.521, -0.426], [-0.342, 0.032, -1.984], [1.736, 0.677, -0.600], [-0.097, 2.153, 0.865]], "smiles": "O=C1O[C@H]2C[C@@H]1[C@H]2O", "relative_energy_kcal_mol": 70.9, "e_homo_ev": -9.90, "max_force_ev_per_a": 8.923, "homo_lumo_gap_ev": 10.613}

{"formula": "C2H4BrI", "method": "ωB97M-V/def2-TZVPD", "elements": ["C", "C", "Br", "I", "H", "H", "H", "H"], "xyz": [[0.916, 0.357, -0.392], [-0.513, -0.269, 0.542], [-0.879, -2.179, -0.052], [-2.098, 0.953, -0.088], [0.759, -0.029, -1.462], [0.676, 1.479, -0.436], [1.635, -0.072, 0.200], [-0.495, -0.241, 1.688]], "relative_energy_kcal_mol": 36.9, "e_homo_ev": -9.51, "max_force_ev_per_a": 6.226, "homo_lumo_gap_ev": 9.653}

{"formula": "C30H34NO2PtS3", "method": "ωB97M-V/def2-TZVPD", "elements": ["Pt", "O", "S", "C", "C", "C", "C", "S", "O", "C", "C", "C", "C", "C", "C", "C", "C", "C", "C", "C", "C", "H", "H", "H", "H", "H", "H", "H", "H", "H", "H", "H", "H", "H", "H", "H", "H", "H", "H", "C", "C", "C", "C", "C", "C", "N", "C", "C", "C", "C", "C", "C", "H", "H", "H", "H", "H", "H", "H", "H", "H", "H", "C", "S", "C", "H", "H", "H", "H", "H", "H"], "xyz": [[0.818, 1.524, 0.017], [2.305, -0.170, -0.559], [2.224, -1.679, -0.430], [0.799, -1.937, 0.661], [-0.055, -3.186, 0.447], [-1.244, -2.949, -0.492], [-2.247, -1.949, 0.099], [-2.400, -0.400, -0.824], [-1.001, 0.008, -1.213], [-3.158, -1.067, -2.294], [-4.452, -1.575, -2.223], [-5.043, -2.068, -3.374], [-4.350, -2.038, -4.581], [-3.070, -1.507, -4.639], [-2.466, -1.011, -3.490], [1.671, -2.292, -2.006], [1.818, -3.649, -2.271], [1.443, -4.139, -3.513], [0.975, -3.266, -4.488], [0.883, -1.906, -4.224], [1.225, -1.409, -2.975], [0.213, -1.028, 0.525], [1.248, -1.911, 1.656], [-0.433, -3.503, 1.421], [0.550, -4.019, 0.085], [-1.749, -3.897, -0.670], [-0.894, -2.596, -1.464], [-1.969, -1.637, 1.110], [-3.261, -2.346, 0.162], [-4.998, -1.580, -1.285], [-6.048, -2.471, -3.333], [-4.819, -2.421, -5.479], [-2.539, -1.474, -5.584], [-1.472, -0.584, -3.505], [2.237, -4.315, -1.524], [1.543, -5.195, -3.730], [0.705, -3.646, -5.466], [0.549, -1.226, -4.999], [1.160, -0.354, -2.747], [-1.924, 3.610, 4.231], [-0.586, 3.703, 4.597], [0.386, 3.020, 3.885], [0.025, 2.231, 2.784], [-1.327, 2.160, 2.411], [-2.292, 2.837, 3.137], [0.966, 1.544, 2.008], [2.171, 1.091, 2.610], [3.387, 1.214, 1.940], [4.547, 0.698, 2.501], [4.505, 0.040, 3.720], [3.292, -0.098, 4.382], [2.129, 0.427, 3.840], [-2.678, 4.143, 4.797], [-0.299, 4.319, 5.439], [1.429, 3.106, 4.163], [-1.591, 1.559, 1.548], [-3.335, 2.763, 2.852], [3.409, 1.706, 0.977], [5.488, 0.811, 1.978], [5.412, -0.366, 4.151], [3.249, -0.621, 5.330], [1.183, 0.307, 4.354], [2.115, 4.402, -0.580], [0.506, 3.605, -0.720], [-0.399, 4.605, 0.468], [2.023, 5.446, -0.877], [2.793, 3.886, -1.257], [2.483, 4.325, 0.442], [0.043, 4.512, 1.460], [-1.424, 4.241, 0.491], [-0.386, 5.642, 0.136]], "relative_energy_kcal_mol": 25.2, "e_homo_ev": [-10.11, -9.92], "charge": 1, "max_force_ev_per_a": 0.593, "homo_lumo_gap_ev": [6.479, 5.763]}

{"formula": "C22H33As2NO3Ti", "method": "ωB97M-V/def2-TZVPD", "elements": ["C", "C", "H", "H", "C", "C", "H", "H", "C", "H", "H", "H", "C", "H", "H", "H", "Ti", "O", "C", "O", "C", "O", "N", "C", "C", "H", "H", "H", "H", "C", "C", "H", "H", "H", "C", "As", "C", "C", "C", "C", "C", "C", "C", "As", "C", "C", "H", "H", "H", "H", "H", "H", "H", "H", "H", "H", "H", "H", "H", "H", "H", "H"], "xyz": [[-0.470, -1.725, -4.801], [-1.249, -0.993, -5.861], [-0.635, -2.810, -4.941], [0.640, -1.505, -4.860], [-1.485, 0.317, -5.733], [-1.240, 0.936, -4.395], [-2.161, 1.155, -3.803], [-0.664, 1.898, -4.470], [-1.781, -1.742, -7.014], [-1.656, -2.815, -6.882], [-1.345, -1.519, -7.985], [-2.862, -1.617, -7.169], [-1.879, 1.116, -6.964], [-2.893, 0.864, -7.284], [-1.273, 0.893, -7.853], [-1.842, 2.210, -6.868], [0.080, 0.002, 1.384], [-0.169, -0.382, -0.617], [0.266, 0.112, -1.737], [1.390, 1.222, 0.764], [1.846, 1.495, -0.385], [2.808, 2.354, -0.516], [1.364, 1.003, -1.578], [3.107, 2.448, -1.958], [2.131, 1.567, -2.687], [4.143, 2.107, -2.110], [3.012, 3.507, -2.246], [2.635, 0.765, -3.248], [1.469, 2.144, -3.344], [-0.360, 0.003, -3.136], [-0.975, -1.354, -3.500], [0.509, 0.369, -3.763], [-0.808, -2.233, -2.850], [-2.071, -1.126, -3.555], [2.990, -1.151, 3.669], [1.140, -1.395, 3.084], [1.032, -3.336, 3.241], [0.397, -0.990, 4.889], [0.777, -1.714, 6.013], [0.221, -1.387, 7.263], [-0.667, -0.319, 7.384], [-1.033, 0.426, 6.244], [-0.530, 0.061, 4.999], [-0.948, 1.100, 3.346], [-2.835, 1.369, 3.771], [-0.293, 2.787, 4.095], [3.609, -1.218, 2.769], [3.233, -1.939, 4.386], [3.074, -0.161, 4.127], [1.557, -3.660, 4.146], [-0.027, -3.614, 3.277], [1.503, -3.746, 2.341], [1.486, -2.539, 5.940], [0.509, -1.985, 8.129], [-1.068, -0.047, 8.364], [-1.680, 1.297, 6.348], [-2.923, 1.969, 4.681], [-3.270, 1.890, 2.913], [-3.297, 0.386, 3.897], [-0.943, 3.078, 4.926], [0.736, 2.643, 4.432], [-0.330, 3.527, 3.290]], "spin_multiplicity": 3, "relative_energy_kcal_mol": 61.2, "e_homo_ev": [-13.27, -13.28], "charge": 2, "s_squared": 2.01, "max_force_ev_per_a": 4.158, "homo_lumo_gap_ev": [6.650, 6.444]}

{"formula": "C15H15N3OPmS2", "method": "ωB97M-V/def2-TZVPD", "elements": ["Pm", "C", "C", "C", "C", "C", "C", "C", "C", "C", "C", "H", "H", "H", "H", "H", "H", "H", "H", "H", "H", "H", "H", "H", "H", "H", "S", "C", "C", "N", "C", "S", "C", "N", "O", "C", "N"], "xyz": [[0.765, 0.384, -0.643], [-1.321, 1.464, 0.584], [-1.879, 0.655, -0.429], [-1.616, -0.702, -0.106], [-0.893, -0.726, 1.109], [-0.703, 0.608, 1.535], [-0.049, 1.065, 2.805], [-0.458, -1.978, 1.810], [-2.145, -1.914, -0.821], [-2.646, 1.141, -1.624], [-1.409, 2.956, 0.698], [0.649, 1.891, 2.642], [0.512, 0.259, 3.276], [-0.796, 1.420, 3.522], [-0.117, -2.729, 1.094], [-1.284, -2.414, 2.383], [0.370, -1.795, 2.492], [-1.366, -2.495, -1.320], [-2.885, -1.632, -1.571], [-2.638, -2.583, -0.112], [-2.525, 0.477, -2.482], [-2.317, 2.133, -1.935], [-3.718, 1.201, -1.412], [-0.455, 3.408, 0.981], [-2.142, 3.248, 1.457], [-1.708, 3.414, -0.245], [2.865, -0.476, 0.857], [3.550, -1.604, -0.304], [4.916, -1.981, -0.009], [6.005, -2.256, 0.239], [2.954, -2.165, -1.387], [1.309, -1.937, -1.960], [3.717, -3.111, -2.173], [4.298, -3.860, -2.826], [1.040, 4.679, -2.397], [1.052, 3.548, -2.043], [1.069, 2.407, -1.685]], "spin_multiplicity": 5, "e_homo_ev": [-5.01, -5.02], "charge": -1, "s_squared": 6.01, "max_force_ev_per_a": 0.523, "homo_lumo_gap_ev": [7.511, 7.529]}